Entry from the OMol25 dataset: a single C8H15N5O2S molecule (ωB97M-V/def2-TZVPD).

The geometry in XYZ format:
```
31
Properties=species:S:1:pos:R:3
C -3.026 -1.302 2.068
N -2.718 -0.402 0.983
C -2.873 -0.752 -0.302
O -3.299 -1.820 -0.686
C -2.470 0.349 -1.286
H -2.935 0.151 -2.251
H -2.726 1.343 -0.926
S -0.678 0.329 -1.621
C -0.094 1.193 -0.248
N -0.780 1.642 0.789
N 0.096 2.254 1.573
N 1.262 2.210 1.092
N 1.205 1.551 -0.071
C 2.355 1.276 -0.883
H 3.174 1.859 -0.457
H 2.151 1.616 -1.903
C 2.694 -0.214 -0.891
H 3.581 -0.367 -1.507
C 2.979 -0.744 0.523
O 3.492 -2.050 0.535
C 2.551 -3.056 0.245
H 3.049 -4.003 0.443
H 1.668 -2.969 0.889
H 2.231 -3.033 -0.801
H 2.066 -0.692 1.137
H 3.749 -0.127 0.995
H 1.867 -0.768 -1.339
H -2.275 0.486 1.208
H -2.127 -1.540 2.639
H -3.760 -0.848 2.736
H -3.438 -2.215 1.641
```

**Spin multiplicity**: 1
**E_HOMO**: -9.4 eV
**Net charge**: 0